[1]
DFT (ωB97M-V/def2-TZVPD) results for a cluster of 16 separate species, CH33O16 in total in a non-equilibrium geometry.

The geometry in ORCA input format:
```
! RIJCOSX wB97M-V def2-TZVPD def2/J DEFGRID3
* xyz -1 1
C -0.0140 -0.0392 -0.1864
O -0.5600 1.1978 -0.7224
H -0.7350 -0.3672 0.5026
H 0.9100 0.0858 0.3276
H 0.0150 -0.7552 -0.9284
O 2.9270 -0.1772 -1.9364
H 3.1130 0.0478 -1.0344
H 3.4070 0.4638 -2.4864
O -0.6730 1.8868 1.9906
H -0.6990 2.8018 1.8216
H -0.5850 1.5818 1.0366
O 1.3010 2.5398 -1.9304
H 0.6760 2.0008 -1.3634
H 2.1670 2.3938 -1.6374
O 1.4370 0.3758 2.7546
H 0.7850 1.0628 2.6236
H 1.7790 0.2548 1.8866
O -0.6460 -3.1402 0.2196
H -0.8080 -3.0222 -0.6734
H -1.3300 -2.7372 0.7596
O 1.8690 -2.3822 2.3506
H 0.9840 -1.9622 2.4126
H 1.8750 -2.6622 1.4376
O -0.9590 -2.9342 -2.6604
H -1.7620 -2.4862 -2.5064
H -0.6710 -2.4972 -3.4304
O -3.7760 2.6758 -0.4734
H -3.7310 1.7428 -0.3304
H -3.0310 2.8378 -1.0534
O -1.0720 0.5108 -3.1754
H -0.2240 0.6148 -3.6094
H -0.8110 0.8228 -2.2344
O -2.6690 0.2788 2.6756
H -2.0330 0.9718 2.5316
H -2.0720 -0.4192 2.9476
O -2.9740 0.1158 -0.1184
H -2.0960 0.5018 -0.2884
H -2.7690 -0.2862 0.7326
O 3.7220 -0.0932 0.6896
H 3.9240 -0.1372 1.6106
H 4.5360 -0.3452 0.2526
O 2.4140 -2.5972 -0.5664
H 1.7160 -3.1242 -0.9654
H 2.3330 -1.7802 -1.0614
O -1.5930 3.4508 -1.6584
H -1.1900 2.6668 -1.2454
H -1.0360 3.5958 -2.4124
O -0.6340 -1.4452 2.7886
H -0.1400 -0.7072 2.5956
H -0.5970 -1.3832 3.7386
*
```

Summary:
* orbital gap: 8.814 eV
* HOMO: -6.631 eV
* LUMO level: 2.184 eV

These are the natural (NBO) partial charges, in e, on atoms 1 to 4: number 1, C, carries -0.25; number 2, O, carries -1.02; number 3, H, carries 0.14; number 4, H, carries 0.14


[2]
DFT (ωB97M-V/def2-TZVPD) results for a structure of composition CH35CdO20 in a non-equilibrium geometry.

The geometry in ORCA input format:
```
! RIJCOSX wB97M-V def2-TZVPD def2/J DEFGRID3
* xyz 1 1
Cd 2.3306 -1.4104 1.0352
C 0.2044 -0.2356 -0.0717
O 1.3441 -0.0003 -0.4121
O -0.9062 0.5983 -0.3727
O -0.0424 -1.2157 0.6073
H -0.7467 1.4771 -0.7155
O -1.1515 -2.8423 2.5223
H -0.6527 -2.1611 2.0040
H -1.5271 -2.3989 3.2620
O 0.3053 -0.0885 3.0803
H 0.6077 -0.5279 3.9057
H -0.6274 0.2327 3.1797
O 2.4570 0.7939 1.8402
H 2.8553 1.3529 1.2020
H 1.5602 1.1009 1.7936
O 0.4246 2.6070 1.6498
H 0.5016 2.8484 0.7060
H -0.3634 2.0224 1.7857
O 0.4704 -1.1132 -2.9210
H -0.0416 -1.8791 -3.1351
H 0.7192 -1.2013 -2.0279
O -1.8077 1.5826 2.7326
H -2.3983 1.2146 2.0851
H -2.3624 1.9154 3.4694
O 1.8797 1.2824 -2.9881
H 1.4299 0.4268 -2.7478
H 1.5972 1.4018 -3.8840
O 3.0512 2.2230 -0.2114
H 3.9102 2.5413 -0.3454
H 2.5092 2.9142 -0.5142
O 0.4817 2.8162 -1.2297
H -0.1392 2.4962 -1.8856
H 1.1515 2.2132 -1.5591
O -1.9642 2.0314 -2.6435
H -2.7261 1.5310 -2.3249
H -2.3292 2.9271 -2.6978
O -2.9163 -3.1275 0.4708
H -2.3663 -2.8309 1.1836
H -2.6144 -2.8257 -0.3544
O -2.1580 -1.9229 -1.9012
H -2.9546 -1.8839 -2.4579
H -1.9249 -1.0171 -1.7663
O -2.6921 2.9818 0.3102
H -3.0268 3.6467 -0.2686
H -3.0667 2.1720 -0.0782
O 1.4175 -3.5083 1.5256
H 0.7234 -3.9993 1.1353
H 1.7704 -4.0392 2.2287
O -2.8459 -0.3283 1.2309
H -3.4304 -0.8470 0.7136
H -2.0413 -0.3062 0.7127
O 3.8665 -0.5403 -0.5382
H 3.6517 0.1644 -1.1605
H 4.8101 -0.7507 -0.7351
O 1.8532 -2.6591 -1.1649
H 2.1590 -3.5594 -1.1955
H 1.7808 -2.2957 -2.0639
*
```

Summary:
* orbital gap: 8.241 eV
* HOMO: -12.438 eV
* LUMO level: -4.197 eV

These are the natural (NBO) partial charges, in e, on atoms 1 to 4: number 1, Cd, carries 1.79; number 2, C, carries 0.98; number 3, O, carries -0.84; number 4, O, carries -0.81


[3]
DFT (ωB97M-V/def2-TZVPD) results for a structure of composition CH35HfO17 in a non-equilibrium geometry.

The geometry in ORCA input format:
```
! RIJCOSX wB97M-V def2-TZVPD def2/J DEFGRID3
* xyz 3 1
Hf 2.9788 -0.6933 -1.1077
C -0.0221 -0.4571 0.0951
O 1.0308 -0.4181 -0.7558
H -0.4621 -1.4068 -0.0304
H -0.7333 0.2340 -0.2650
H 0.2193 -0.2322 1.1616
O -1.3628 0.4953 -3.2704
H -1.6333 1.0050 -4.0401
H -1.1737 1.1979 -2.6503
O 1.1651 -0.5524 -3.4472
H 1.1289 -1.1518 -4.2138
H 0.2531 -0.2687 -3.2444
O -3.7531 1.1970 -1.2161
H -3.2960 0.5441 -0.6496
H -4.6304 0.8999 -1.0547
O -1.1750 -3.0117 2.0266
H -0.2474 -3.2449 2.1366
H -1.3252 -2.7340 1.1520
O -3.1761 -0.7478 0.4106
H -3.8896 -1.3392 0.7473
H -2.6745 -1.2626 -0.1906
O 2.1060 -2.6820 -1.6828
H 1.2699 -2.9207 -2.1650
H 2.2957 -3.5291 -1.2209
O -1.3167 2.7383 -1.5445
H -1.7937 3.5545 -1.3786
H -1.0450 2.3594 -0.7090
O 2.8236 1.2023 -2.1520
H 2.0543 1.6648 -2.4733
H 3.5017 1.6138 -2.6230
O -1.0527 2.9607 1.4629
H -0.8558 3.5324 2.2042
H -1.4556 2.1969 1.8790
O 0.8937 0.8750 3.3899
H 0.4082 1.0416 4.2281
H 0.1951 0.5402 2.8068
O -2.1258 0.6956 2.4613
H -2.8254 1.3189 2.6716
H -2.4435 0.1488 1.7711
O 3.0251 0.8449 0.5682
H 3.4048 0.9717 1.4382
H 2.3796 1.5420 0.4948
O 1.2909 2.8774 -0.2562
H 1.0025 3.5991 -0.8131
H 0.5792 2.7828 0.3810
O 2.0827 -1.4500 3.8354
H 1.7077 -0.6385 3.5034
H 2.9373 -1.2163 4.1767
O -2.1046 -2.4618 -1.4979
H -1.2550 -2.7065 -1.8298
H -2.4954 -3.2255 -1.0926
O 3.1141 -1.8376 0.5888
H 2.4862 -2.3281 1.1668
H 3.9899 -2.1171 0.8167
*
```

Summary:
* orbital gap: 4.794 eV
* HOMO: -17.326 eV
* LUMO level: -12.532 eV

These are the Mulliken partial charges, in e, on atoms 1 to 4: number 1, Hf, carries 1.08; number 2, C, carries 1.30; number 3, O, carries 0.63; number 4, H, carries -0.32


[4]
DFT (ωB97M-V/def2-TZVPD) results for a cluster of 16 separate species, CH35NO16 in total in a non-equilibrium geometry.

The geometry in ORCA input format:
```
! RIJCOSX wB97M-V def2-TZVPD def2/J DEFGRID3
* xyz 0 1
N -1.3242 0.2327 0.3160
C -0.5114 0.9685 -0.6586
O -1.2361 0.9538 -1.9746
H -1.9456 0.8445 0.8176
H -1.6109 -0.6441 -0.1072
H -0.2853 1.9236 -0.3290
H 0.4363 0.4435 -0.7677
H -1.8378 1.7768 -2.0879
H 4.5587 0.9866 -2.2704
H 3.7360 -0.0006 -3.0271
O 4.3711 0.0312 -2.3055
H -2.8097 -2.9825 -1.2747
H -2.5187 -1.5764 -1.7144
O -2.2969 -2.1099 -0.9273
H 0.1728 -3.9658 -1.8834
H 1.4564 -3.5532 -1.1730
O 0.5663 -4.0341 -1.0411
H 1.4282 -0.4320 2.5757
H 1.2763 -0.2771 1.0894
O 1.8981 -0.1981 1.8342
H 3.7156 0.2762 1.5542
H 4.6058 1.5166 1.5504
O 4.4334 0.7785 1.1616
H -1.3138 0.7135 3.6451
H -0.6403 1.2113 4.9548
O -0.6734 1.1919 4.0555
H 4.0375 -2.4949 -1.5685
H 2.9956 -1.3741 -1.7393
O 3.0967 -2.3211 -1.7195
H -0.4114 -1.9828 0.6409
H 0.5470 -3.2688 0.8731
O 0.3394 -2.3627 1.1559
H -1.8744 -1.0330 -2.8141
H -2.1964 -0.4439 -4.3168
O -1.9596 -1.3133 -3.7496
H -0.6130 -1.5859 2.6637
H -0.8817 -2.6645 3.7527
O -1.2816 -1.7965 3.2145
H 1.6947 1.1519 -2.6914
H 1.9001 0.7372 -4.1476
O 2.3407 1.2603 -3.3816
H -4.0705 -0.6474 0.6395
H -4.4845 -1.2205 2.1712
O -4.4938 -0.4180 1.5015
H -3.5029 2.4265 -0.0359
H -2.2521 3.1278 -0.0206
O -2.8410 2.7084 -0.6723
H 1.4290 2.7874 2.4313
H -0.0514 2.1037 2.7069
O 0.5206 2.6473 2.0432
H -0.7447 4.1180 -0.0337
H -0.4905 3.6735 1.4260
O -1.1736 4.0932 0.8364
*
```

Summary:
* orbital gap: 9.715 eV
* HOMO: -9.680 eV
* LUMO level: 0.035 eV

These are the natural (NBO) partial charges, in e, on atoms 1 to 4: number 1, N, carries -0.91; number 2, C, carries 0.09; number 3, O, carries -0.83; number 4, H, carries 0.38


[5]
DFT (ωB97M-V/def2-TZVPD) results for a structure of composition CH3BBr2O2 in a non-equilibrium geometry.

The geometry in ORCA input format:
```
! RIJCOSX wB97M-V def2-TZVPD def2/J DEFGRID3
* xyz 0 1
B -0.4622 0.0385 0.0410
C 0.9683 -0.0922 -0.7516
O -1.3203 0.9359 -0.4078
O -0.7248 -0.9051 0.9470
Br 1.9180 1.3955 0.0676
Br 1.9322 -1.6214 -0.1696
H 1.0312 0.1925 -1.7592
H -1.9716 0.9686 0.3426
H -1.3706 -0.9121 1.6899
*
```

Summary:
* orbital gap: 9.722 eV
* HOMO: -9.668 eV
* LUMO level: 0.055 eV

These are the natural (NBO) partial charges, in e, on atoms 1 to 4: number 1, B, carries 1.06; number 2, C, carries -0.62; number 3, O, carries -0.85; number 4, O, carries -0.90


[6]
DFT (ωB97M-V/def2-TZVPD) results for an isolated molecule of CH3Br2P in a non-equilibrium geometry.

The geometry in ORCA input format:
```
! RIJCOSX wB97M-V def2-TZVPD def2/J DEFGRID3
* xyz 0 1
Br 2.3067 -0.0854 0.4765
C 0.5349 -0.1796 -0.5189
P -0.5240 1.1312 0.2066
Br -2.8892 -0.2461 0.3948
H 0.8759 -0.1061 -1.5958
H -0.0171 -1.0400 -0.3502
H -0.2872 0.5260 1.3870
*
```

Summary:
* orbital gap: 8.253 eV
* structure (SMILES): BrCPBr
* HOMO: -10.048 eV
* LUMO level: -1.796 eV

These are the natural (NBO) partial charges, in e, on atoms 1 to 4: number 1, Br, carries 0.00; number 2, C, carries -0.76; number 3, P, carries 0.71; number 4, Br, carries -0.39